This record from the Open Molecules 2025 dataset describes C6H10O as an isolated structure. The level of theory is wB97M-V/def2-TZVPD.

M: 98.14 Da
ΔE to the lowest compared entry with this formula, charge and spin: 65.9 kJ/mol
Gap between HOMO and LUMO: 10.68 eV

ORCA input file:
```
! wB97M-V def2-TZVPD RIJCOSX def2/J DEFGRID3
* xyz 0 1
H -0.72418 -0.13342 2.59433
H 0.01873 -2.06083 -1.63937
C -0.49657 0.06537 -1.41977
C 0.61632 -1.06855 0.26122
C -0.24542 0.18866 0.50287
H 1.25624 1.36647 -0.75152
C -0.50953 0.68189 1.89750
O -1.41522 -0.13198 -0.31282
H 1.40685 -0.96338 -1.81418
H -0.40324 2.08122 -0.57109
H 0.37224 1.22288 2.25785
C 0.46419 -1.12859 -1.28258
C 0.19010 1.16448 -0.60407
H 0.15918 -1.93269 0.75235
H 1.64952 -0.97423 0.61175
H -0.98738 0.24363 -2.37836
H -1.35183 1.37907 1.89591
*
```

---

This record from the Open Molecules 2025 dataset describes a 2-piece molecular cluster, C6H10O overall at a distorted geometry. The level of theory is wB97M-V/def2-TZVPD.

M: 98.14 Da
ΔE to the lowest compared entry with this formula, charge and spin: 374.2 kJ/mol
Gap between HOMO and LUMO: 8.83 eV

ORCA input file:
```
! wB97M-V def2-TZVPD RIJCOSX def2/J DEFGRID3
* xyz 0 1
H -1.85114 -0.31345 -0.75020
H -3.47062 -0.51794 0.13952
H 1.51147 -1.64273 1.09985
H 0.82990 2.04104 0.72784
C 1.69003 0.20283 -0.11015
H -2.20433 0.29803 1.10954
O -0.19730 1.35822 -0.92917
C 0.69572 -0.73661 -0.75422
H 1.00388 -1.59233 -1.34670
C 0.96047 -0.77987 0.73178
H 1.65718 2.25995 -0.83644
C -2.39902 -0.50770 0.37035
C -0.42010 0.10911 -1.27693
H 2.75030 0.08496 -0.28566
H -2.10713 -1.47551 0.82186
C 1.06501 1.57104 -0.22935
H 0.17981 -0.41477 1.39016
*
```

---

This record from the Open Molecules 2025 dataset describes a 2-piece molecular cluster, C6H10O overall. The level of theory is wB97M-V/def2-TZVPD.

M: 98.14 Da
ΔE to the lowest compared entry with this formula, charge and spin: 401.9 kJ/mol
Gap between HOMO and LUMO: 8.91 eV

ORCA input file:
```
! wB97M-V def2-TZVPD RIJCOSX def2/J DEFGRID3
* xyz 0 1
H 1.15458 -2.03691 1.54227
C -0.65630 -0.87585 1.23356
H 2.39389 -1.44156 -0.36818
C -1.33820 0.43652 -0.74242
C 0.04693 1.06427 -0.75394
O -1.53575 -0.50252 0.14033
H 0.46943 -0.55078 -2.12065
H 0.00101 1.91596 -1.44227
H -1.19214 -1.70196 1.70958
H 0.44408 1.42237 0.20523
H -1.87224 2.21466 0.85541
C 0.71771 -1.32781 0.84236
H 1.86730 0.44522 -1.75650
H -0.64725 -0.04834 1.95475
C 0.98359 -0.01744 -1.30674
C 1.41330 -0.98830 -0.24107
H -2.24994 1.99245 0.24828
*
```

---

This record from the Open Molecules 2025 dataset describes one molecule with the formula C6H10O at a distorted geometry. The level of theory is wB97M-V/def2-TZVPD.

M: 98.14 Da
ΔE to the lowest compared entry with this formula, charge and spin: 305.8 kJ/mol
SMILES: CC(C)=CCC=O
Gap between HOMO and LUMO: 8.82 eV

ORCA input file:
```
! wB97M-V def2-TZVPD RIJCOSX def2/J DEFGRID3
* xyz 0 1
H 3.47220 -1.09746 -0.24240
H -2.99485 0.87874 -0.00896
H 0.00934 -0.26951 -1.93065
C 2.61891 -0.40123 -0.39160
H -0.80282 1.79573 0.12810
H 0.69186 1.53931 1.04509
C -2.29410 0.03479 -0.06176
H -2.51674 -0.58953 -0.92518
H 1.30083 -1.99084 -0.81614
C -0.80805 0.28276 -0.02765
H 1.08283 -1.29858 0.77450
H -0.71272 1.01235 2.09023
H -2.47167 -0.58083 0.83592
O 2.80066 0.76726 -0.63768
C -0.33333 1.16576 1.05304
C 0.10060 -0.27560 -0.84971
C 1.26406 -1.02627 -0.28237
*
```

---

This record from the Open Molecules 2025 dataset describes C6H10O as an isolated structure at a distorted geometry. The level of theory is wB97M-V/def2-TZVPD.

M: 98.14 Da
ΔE to the lowest compared entry with this formula, charge and spin: 248.4 kJ/mol
Gap between HOMO and LUMO: 9.25 eV

ORCA input file:
```
! wB97M-V def2-TZVPD RIJCOSX def2/J DEFGRID3
* xyz 0 1
C 0.03459 -1.19148 0.10902
C -1.43297 -1.16038 0.42043
C -0.18503 1.06037 -0.55969
C -1.80035 -0.04311 -0.51852
C 2.12029 0.11963 0.34822
H -0.32350 1.16839 -1.62435
H 2.69588 0.84862 -0.22605
H -1.96668 -0.50348 -1.51797
H 2.17904 0.40257 1.41499
H -1.60331 -0.89921 1.47744
H 2.59579 -0.86446 0.28505
C 0.67965 -0.02239 -0.06906
O 0.22439 2.37499 -0.17719
H 0.74379 2.38565 0.64366
H -1.89257 -2.15261 0.27792
H -2.61678 0.61000 -0.26345
H 0.54777 -2.13310 -0.02042
*
```

---

This record from the Open Molecules 2025 dataset describes one molecule with the formula C6H10O. The level of theory is wB97M-V/def2-TZVPD.

M: 98.14 Da
ΔE to the lowest compared entry with this formula, charge and spin: 147.6 kJ/mol
SMILES: C[C@H]1C[C@H]2OC[C@@H]12
Gap between HOMO and LUMO: 10.58 eV

ORCA input file:
```
! wB97M-V def2-TZVPD RIJCOSX def2/J DEFGRID3
* xyz 0 1
H 0.54354 -1.83148 -1.03465
O 1.21255 0.79073 -1.05523
C 1.49060 -0.10262 0.04859
H 1.07602 2.52143 0.16201
H 2.55521 -0.17021 0.33172
H -1.28163 0.02645 -1.46439
C 0.64034 -1.38481 -0.03917
H -2.44042 0.37190 -0.15692
H -1.02800 -1.03196 1.39848
H -2.22018 -1.28246 -0.73720
H 0.93706 -2.17106 0.66710
C 0.36155 0.59664 0.86239
H -0.44274 2.06419 -0.68627
C 0.46319 1.67907 -0.19680
H 0.41260 0.85974 1.92277
C -0.58599 -0.59086 0.49770
C -1.69369 -0.34469 -0.52014
*
```

---

no.,LUMO energy (eV)
1,1.05
2,0.93
3,0.89
4,0.93
5,0.84
6,1.10